<A>
The following is a quantum chemistry calculation of a cluster of 8 separate species, C24H72O32P8 in total, from the OMol25 dataset.

Calculated values
**HOMO**: -0.37819 Ha
**Structure (SMILES)**: COP(=O)(OC)OC.COP(=O)(OC)OC.COP(=O)(OC)OC.COP(=O)(OC)OC.COP(=O)(OC)OC.COP(=O)(OC)OC.COP(=O)(OC)OC.COP(=O)(OC)OC

```
! wB97M-V def2-TZVPD RIJCOSX def2/J DEFGRID3
* xyz 0 1
C 3.35 1.45 -4.70
O 3.32 0.13 -4.15
P 4.48 -0.99 -4.45
O 5.81 -0.55 -4.81
O 4.44 -1.84 -3.09
C 5.17 -1.31 -1.90
O 3.85 -1.95 -5.52
C 2.75 -2.76 -5.09
H 4.28 1.93 -4.43
H 2.43 1.95 -4.34
H 3.30 1.40 -5.80
H 4.41 -0.80 -1.30
H 5.93 -0.63 -2.36
H 5.54 -2.21 -1.42
H 2.90 -3.67 -5.61
H 1.85 -2.26 -5.50
H 2.66 -2.86 -3.99
C 0.45 -3.29 5.58
O 1.51 -2.43 6.05
P 2.98 -2.25 5.41
O 3.25 -2.75 4.06
O 2.96 -0.74 5.66
C 1.88 0.16 5.07
O 4.04 -2.90 6.41
C 3.91 -2.71 7.85
H -0.31 -2.71 5.05
H 0.15 -3.82 6.44
H 0.80 -3.99 4.81
H 0.89 -0.24 5.25
H 2.05 0.25 4.03
H 1.97 1.12 5.54
H 2.89 -2.42 8.09
H 4.65 -1.91 8.22
H 4.01 -3.70 8.34
C 2.18 4.55 4.14
O 2.23 3.53 3.15
P 3.52 3.20 2.39
O 4.43 4.31 2.40
O 4.00 1.87 3.00
C 4.93 1.81 4.06
O 3.12 2.64 0.99
C 2.28 3.48 0.09
H 2.36 5.54 3.75
H 2.97 4.48 4.92
H 1.22 4.51 4.73
H 4.90 0.81 4.47
H 4.69 2.56 4.83
H 5.97 1.98 3.75
H 2.92 3.96 -0.59
H 1.56 4.15 0.67
H 1.74 2.80 -0.51
C 1.80 -8.67 -1.40
O 1.96 -7.65 -2.32
P 0.75 -6.96 -3.14
O 1.19 -5.85 -4.02
O 0.07 -8.12 -3.93
C 0.31 -8.28 -5.36
O -0.31 -6.58 -1.98
C -1.35 -5.67 -2.27
H 1.42 -8.23 -0.49
H 2.76 -9.04 -1.07
H 1.24 -9.52 -1.80
H -0.30 -9.11 -5.74
H 1.43 -8.33 -5.55
H 0.04 -7.38 -5.88
H -1.88 -5.97 -3.22
H -0.93 -4.62 -2.34
H -1.93 -5.72 -1.36
C -4.29 5.50 -4.49
O -5.50 4.84 -3.99
P -5.34 3.39 -3.49
O -4.37 3.04 -2.54
O -6.83 2.94 -3.08
C -7.37 3.15 -1.76
O -5.21 2.66 -5.02
C -5.26 1.18 -5.08
H -3.72 5.90 -3.68
H -4.58 6.38 -5.03
H -3.84 4.80 -5.15
H -7.47 4.23 -1.48
H -6.82 2.60 -1.02
H -8.44 2.76 -1.84
H -6.03 0.90 -5.77
H -5.37 0.74 -4.12
H -4.33 0.76 -5.41
C -3.74 4.00 0.78
O -2.43 3.88 0.09
P -1.59 5.10 -0.22
O -2.30 6.35 -0.50
O -0.62 5.19 0.98
C 0.26 6.40 1.07
O -0.57 4.51 -1.26
C -0.79 4.40 -2.68
H -4.32 4.88 0.41
H -3.52 4.12 1.78
H -4.17 3.03 0.44
H 1.31 6.07 1.15
H 0.03 6.95 2.03
H 0.24 7.10 0.21
H -1.88 4.31 -2.99
H -0.26 3.52 -3.06
H -0.46 5.37 -3.04
C -0.24 1.86 2.74
O -1.61 1.42 2.87
P -2.11 -0.03 3.27
O -1.07 -0.96 3.67
O -3.26 0.33 4.30
C -3.28 0.19 5.68
O -2.96 -0.60 2.08
C -3.50 -1.98 2.11
H -0.19 2.70 2.04
H 0.30 1.07 2.24
H 0.23 1.97 3.71
H -4.19 0.55 6.13
H -2.37 0.58 6.15
H -3.25 -0.82 5.96
H -2.72 -2.74 2.02
H -4.18 -2.18 1.27
H -4.00 -2.18 3.07
C -2.05 0.80 -0.99
O -0.90 0.12 -0.47
P -0.89 -1.43 -0.83
O -2.17 -2.06 -0.59
O -0.45 -1.59 -2.34
C 0.73 -1.00 -2.85
O 0.26 -1.92 0.07
C 0.43 -3.33 0.27
H -1.83 1.84 -0.93
H -2.91 0.47 -0.41
H -2.26 0.55 -2.00
H 0.78 -1.41 -3.91
H 1.57 -1.34 -2.35
H 0.62 0.06 -2.93
H 0.34 -3.50 1.32
H 1.32 -3.70 -0.17
H -0.39 -3.86 -0.20
*
```

<B>
The following is a quantum chemistry calculation of a structure of composition C24H72O32P8, from the OMol25 dataset.

Calculated values
**HOMO**: -0.38734 Ha

```
! wB97M-V def2-TZVPD RIJCOSX def2/J DEFGRID3
* xyz 0 1
C 12.21 -8.87 0.04
O 11.37 -9.51 -0.89
P 10.55 -8.63 -1.96
O 9.96 -7.37 -1.39
O 11.60 -8.51 -3.28
C 12.69 -9.42 -3.34
O 9.45 -9.79 -2.56
C 8.21 -9.87 -1.78
H 12.52 -9.61 0.77
H 11.79 -8.11 0.70
H 13.13 -8.46 -0.38
H 13.62 -8.96 -3.01
H 12.85 -9.65 -4.40
H 12.44 -10.32 -2.78
H 8.48 -9.86 -0.73
H 7.61 -10.72 -2.11
H 7.59 -8.99 -1.94
C 2.96 2.70 -2.15
O 2.61 2.28 -0.83
P 1.17 1.40 -0.66
O -0.04 2.11 -1.06
O 1.12 1.09 0.91
C 0.06 1.49 1.70
O 1.45 -0.14 -1.24
C 2.73 -0.68 -0.93
H 2.25 2.53 -2.96
H 3.85 2.19 -2.52
H 3.32 3.69 -1.90
H -0.81 0.96 1.30
H -0.36 2.49 1.64
H 0.21 1.37 2.77
H 3.05 -0.34 0.06
H 3.45 -0.29 -1.65
H 2.84 -1.75 -1.10
C -3.42 5.56 11.38
O -2.23 6.04 12.07
P -1.04 6.60 11.09
O -1.09 5.97 9.75
O 0.23 6.49 12.07
C 0.64 5.25 12.59
O -1.35 8.19 10.99
C -2.50 8.67 10.33
H -3.60 6.24 10.56
H -4.17 5.49 12.17
H -3.26 4.59 10.92
H 0.70 5.29 13.68
H 1.68 5.04 12.33
H 0.06 4.44 12.13
H -2.77 7.91 9.59
H -1.98 9.41 9.72
H -3.29 9.09 10.95
C -1.99 -6.35 1.44
O -3.08 -7.23 1.72
P -3.10 -8.71 1.11
O -2.49 -9.84 1.90
O -4.65 -8.94 0.79
C -5.40 -7.92 0.20
O -2.43 -8.52 -0.40
C -2.46 -9.54 -1.30
H -2.48 -5.77 0.66
H -1.06 -6.70 0.99
H -1.81 -5.79 2.36
H -5.07 -6.91 0.41
H -6.37 -7.93 0.70
H -5.34 -7.98 -0.88
H -1.70 -10.28 -1.04
H -2.07 -9.09 -2.21
H -3.48 -9.90 -1.43
C 13.74 1.59 -6.09
O 13.30 0.74 -5.03
P 11.69 0.65 -5.11
O 10.93 1.90 -4.84
O 11.59 0.01 -6.64
C 11.86 -1.35 -6.84
O 11.32 -0.43 -3.98
C 11.03 0.07 -2.67
H 14.24 0.83 -6.69
H 14.51 2.29 -5.75
H 13.09 2.17 -6.74
H 12.09 -1.81 -5.88
H 12.77 -1.39 -7.44
H 10.96 -1.82 -7.25
H 10.05 0.54 -2.65
H 11.70 0.90 -2.47
H 11.02 -0.79 -2.00
C -6.04 7.39 -0.48
O -6.50 8.27 0.55
P -6.05 9.75 0.88
O -5.27 10.43 -0.16
O -7.46 10.51 1.31
C -8.15 9.84 2.47
O -5.23 9.59 2.24
C -3.79 9.39 2.25
H -5.60 6.44 -0.16
H -5.17 7.90 -0.89
H -6.79 7.10 -1.20
H -9.15 9.52 2.16
H -8.26 10.65 3.19
H -7.67 8.99 2.96
H -3.28 9.02 3.14
H -3.27 10.34 2.22
H -3.50 8.70 1.46
C -3.46 -0.44 -13.04
O -4.09 0.05 -11.88
P -4.04 1.68 -11.75
O -3.58 2.45 -12.98
O -5.64 1.96 -11.37
C -6.45 2.41 -12.44
O -3.15 1.98 -10.45
C -2.76 3.24 -10.05
H -4.01 -0.05 -13.90
H -3.40 -1.53 -13.07
H -2.48 0.02 -13.17
H -6.80 3.34 -12.00
H -7.28 1.71 -12.54
H -5.98 2.53 -13.41
H -1.69 3.40 -9.92
H -3.08 3.54 -9.05
H -3.23 3.96 -10.73
C -8.01 -2.72 6.75
O -9.08 -1.78 6.99
P -10.37 -1.96 6.09
O -10.80 -3.36 6.10
O -11.43 -0.81 6.72
C -11.98 -1.08 8.04
O -9.97 -1.32 4.66
C -9.13 -0.11 4.56
H -7.08 -2.33 6.35
H -8.25 -3.29 5.85
H -7.78 -3.37 7.59
H -11.57 -0.62 8.94
H -11.81 -2.16 8.09
H -13.07 -1.02 8.10
H -8.62 0.07 5.50
H -9.73 0.73 4.21
H -8.51 -0.38 3.70
*
```

What are the relative energies? In eV: <A> 0.000; <B> 4.798.

<A>
The following is a quantum chemistry calculation of a cluster of 2 separate species, C4H11N2OS in total, from the OMol25 dataset.

Calculated values
**HOMO (spin up / spin down)**: -0.48271 / -0.48128 Ha

```
! wB97M-V def2-TZVPD RIJCOSX def2/J DEFGRID3
* xyz 1 1
C -2.57 0.30 -0.27
C 2.64 0.95 -0.41
C 1.01 -0.54 1.17
C 1.25 0.30 -0.07
N -2.59 -0.96 -0.51
N -3.54 1.07 0.09
O 0.90 -0.41 -1.22
S 0.09 1.76 -0.06
H 3.29 0.18 -0.87
H 2.35 1.62 -1.24
H 3.16 1.50 0.35
H 1.52 -1.48 1.02
H 1.41 -0.13 2.10
H -0.07 -0.59 1.29
H -3.40 -1.57 -0.54
H -1.85 -1.30 -1.17
H -4.42 1.13 -0.40
H -3.21 2.04 0.27
H 1.43 -0.09 -1.98
*
```

<B>
The following is a quantum chemistry calculation of a cluster of 2 separate species, C4H11N2OS in total, from the OMol25 dataset.

Calculated values
**HOMO (spin up / spin down)**: -0.44201 / -0.44200 Ha

```
! wB97M-V def2-TZVPD RIJCOSX def2/J DEFGRID3
* xyz 1 1
C 1.99 0.80 -0.19
C -0.34 0.41 -1.06
C -1.04 -2.31 0.00
C -1.35 0.09 -0.15
N 1.85 2.05 0.28
N -1.70 -1.10 0.39
O 2.19 -0.23 0.65
S -2.38 1.50 0.16
H -0.25 1.37 -1.36
H 0.04 -0.44 -1.67
H 2.02 0.76 -1.29
H 0.02 -2.14 0.41
H -1.40 -3.10 0.62
H -1.14 -2.50 -1.22
H 2.06 2.79 -0.34
H 2.01 2.11 1.26
H -2.66 -1.37 0.51
H 2.54 -0.04 1.53
H -2.47 1.34 1.48
*
```

What are the relative energies? In eV: <A> 1.502; <B> 0.000.